C28H78N3O14P2S | wB97M-V/def2-TZVPD

Cartesian coordinates (Å):
C -3.828 2.005 -0.558
C -2.873 1.498 -1.661
P -1.487 0.476 -0.944
C -0.516 -0.109 -2.415
C -0.476 1.652 0.103
C 0.841 2.279 -0.433
C 0.450 3.666 -1.030
C 0.178 3.736 -2.413
C -0.214 5.028 -2.864
C -0.262 6.054 -1.903
N -0.018 5.976 -0.595
C 0.352 4.762 -0.156
C 1.920 2.238 0.719
C 2.928 1.079 0.396
C 3.828 0.704 1.581
O 3.218 -0.307 2.407
C 5.223 0.144 1.138
N 5.131 -1.206 0.554
C 1.047 1.579 1.818
N -0.158 1.259 1.505
P -1.185 0.452 2.711
S -0.982 -1.465 2.488
H -3.385 2.824 0.049
H -4.078 1.197 0.157
H -4.786 2.397 -0.965
H -2.453 2.312 -2.282
H -3.421 0.800 -2.324
H -0.451 0.663 -3.207
H 0.484 -0.474 -2.124
H -1.094 -0.944 -2.852
H -1.141 2.535 0.221
H 1.339 1.789 -1.291
H 0.246 2.872 -3.080
H -0.445 5.205 -3.920
H -0.536 7.054 -2.280
H 0.551 4.660 0.923
H 2.357 3.182 1.075
H 2.397 0.217 -0.051
H 3.594 1.460 -0.408
H 4.054 1.585 2.219
H 3.907 -0.575 3.033
H 5.828 0.045 2.063
H 5.730 0.795 0.403
H 4.175 -1.509 0.415
H 5.641 -1.879 1.113
H 1.509 1.368 2.795
H -2.540 0.846 2.554
H -0.720 0.766 4.017
C -6.611 -0.905 -0.235
O -5.424 -0.791 -1.011
H -7.187 0.011 -0.346
H -7.205 -1.750 -0.591
H -6.359 -1.047 0.821
H -4.932 -1.612 -0.901
C 7.915 -1.295 -2.540
O 7.280 -2.530 -2.224
H 8.683 -1.483 -3.287
H 7.181 -0.593 -2.944
H 8.379 -0.876 -1.642
H 6.603 -2.341 -1.562
C 9.842 -2.433 0.723
O 8.772 -3.347 0.509
H 10.430 -2.785 1.568
H 10.481 -2.384 -0.163
H 9.451 -1.436 0.949
H 8.263 -3.020 -0.242
C 7.948 2.986 1.043
O 8.276 1.937 1.947
H 8.140 2.645 0.028
H 6.890 3.245 1.144
H 8.567 3.861 1.252
H 8.099 2.263 2.834
C -5.421 -2.577 -3.938
O -4.879 -3.596 -3.093
H -6.226 -2.078 -3.406
H -4.643 -1.847 -4.182
H -5.815 -3.020 -4.852
H -4.169 -4.027 -3.578
C -6.785 5.048 -1.539
O -6.427 3.991 -0.652
H -6.626 4.708 -2.560
H -7.837 5.311 -1.408
H -6.162 5.926 -1.352
H -6.573 4.311 0.243
C 3.126 -3.881 2.304
O 4.339 -3.769 1.565
H 2.547 -2.968 2.172
H 2.547 -4.731 1.936
H 3.352 -4.015 3.365
H 4.829 -4.589 1.700
C -4.778 1.693 4.374
O -4.837 1.121 3.062
H -4.194 2.610 4.328
H -5.784 1.927 4.723
H -4.297 0.993 5.064
H -5.357 0.313 3.124
C -4.753 5.571 4.150
O -4.408 4.547 5.081
H -4.568 5.196 3.145
H -5.810 5.829 4.248
H -4.141 6.459 4.321
H -4.579 4.894 5.963
C 5.138 -6.379 4.653
O 5.084 -6.915 3.334
H 5.726 -5.464 4.633
H 4.127 -6.152 5.001
H 5.610 -7.093 5.332
H 4.560 -7.721 3.376
C 8.637 -6.046 -1.524
O 8.003 -7.285 -1.213
H 9.415 -6.235 -2.262
H 7.909 -5.346 -1.942
H 9.086 -5.619 -0.626
H 7.320 -7.102 -0.562
C -8.887 -1.502 -5.958
O -8.020 -2.631 -5.881
H -8.276 -0.604 -5.996
H -9.501 -1.558 -6.860
H -9.531 -1.461 -5.076
H -8.574 -3.416 -5.848
C -10.633 -1.043 -1.327
O -9.701 -1.714 -2.168
H -10.708 -0.009 -1.656
H -11.616 -1.515 -1.399
H -10.291 -1.065 -0.289
H -9.647 -2.626 -1.864

Calculated values
- Calculated total energy: -92835.44662 eV
- LUMO: -3.6 eV
- Max |F|: 3.57 eV Å⁻¹
- Kohn-Sham gap: 7.1 eV
- Charge: +1

---

C28H78N6O10 | wB97M-V/def2-TZVPD

Cartesian coordinates (Å):
C -10.428 1.100 5.396
O -9.522 0.419 4.531
C -8.600 1.294 3.860
C -7.727 0.473 2.898
C -6.676 -0.468 3.624
N -6.981 1.312 1.955
H -11.165 0.429 5.837
H -11.112 1.732 4.830
H -9.774 1.493 6.174
H -9.079 2.103 3.307
H -7.928 1.846 4.518
H -8.429 -0.145 2.337
H -5.998 -1.033 2.986
H -7.158 -1.057 4.404
H -5.919 0.121 4.142
H -7.550 1.647 1.191
H -6.378 0.636 1.507
C 6.653 5.627 10.175
O 6.189 5.207 8.920
C 7.156 4.320 8.292
C 6.696 3.666 7.004
C 5.498 2.661 7.161
N 7.806 3.008 6.283
H 7.696 5.940 10.136
H 6.779 4.828 10.905
H 6.003 6.378 10.624
H 8.000 4.988 8.116
H 7.509 3.494 8.910
H 6.388 4.487 6.356
H 4.607 3.184 7.507
H 5.708 1.867 7.878
H 5.175 2.150 6.255
H 8.155 2.299 6.911
H 8.569 3.659 6.170
C -0.610 6.328 -3.396
O -0.995 6.915 -2.101
C -1.687 6.065 -1.215
C -1.607 6.640 0.229
C -0.234 7.222 0.596
N -1.880 5.520 1.131
H 0.152 5.573 -3.200
H -0.102 7.115 -3.953
H -1.442 5.795 -3.856
H -2.669 5.795 -1.603
H -1.223 5.079 -1.233
H -2.380 7.408 0.230
H -0.011 8.101 -0.007
H 0.564 6.548 0.285
H -0.250 7.434 1.665
H -2.544 4.933 0.648
H -1.127 4.848 1.172
C -6.363 -2.344 -3.877
O -5.457 -3.475 -3.773
C -6.064 -4.727 -3.637
C -5.345 -5.644 -2.589
C -3.989 -6.090 -3.047
N -6.140 -6.790 -2.339
H -6.818 -2.352 -4.868
H -5.756 -1.440 -3.913
H -7.132 -2.265 -3.108
H -7.126 -4.577 -3.441
H -5.928 -5.267 -4.574
H -5.307 -5.132 -1.628
H -3.398 -5.199 -3.256
H -4.012 -6.737 -3.924
H -3.524 -6.628 -2.221
H -5.734 -7.420 -1.662
H -6.189 -7.355 -3.175
C 1.600 -4.316 4.646
O 2.012 -5.259 3.618
C 3.399 -5.525 3.403
C 3.501 -6.851 2.636
C 4.935 -7.134 2.268
N 2.760 -6.777 1.383
H 1.550 -3.264 4.366
H 2.227 -4.415 5.532
H 0.612 -4.684 4.922
H 3.904 -4.659 2.976
H 3.840 -5.711 4.382
H 3.142 -7.660 3.271
H 5.431 -6.185 2.062
H 5.033 -7.790 1.403
H 5.487 -7.556 3.108
H 1.792 -6.529 1.530
H 3.125 -5.918 0.997
C 1.925 -0.931 -9.050
O 0.655 -0.362 -9.395
C -0.417 -1.205 -8.981
C -1.457 -1.551 -10.125
C -2.402 -0.358 -10.443
N -2.246 -2.785 -9.815
H 1.899 -2.005 -9.232
H 2.133 -0.630 -8.023
H 2.724 -0.583 -9.704
H -0.182 -2.135 -8.462
H -0.939 -0.661 -8.194
H -0.848 -1.773 -11.002
H -3.064 -0.235 -9.586
H -3.084 -0.467 -11.286
H -1.833 0.564 -10.569
H -2.547 -2.690 -8.856
H -1.598 -3.559 -9.826
O 2.491 -1.757 -1.738
C 1.323 -0.991 -1.917
C 0.461 -0.846 -0.697
O 1.051 0.035 0.275
H 3.124 -1.282 -1.194
H 1.572 -0.028 -2.363
H 0.651 -1.509 -2.601
H 0.270 -1.844 -0.303
H -0.548 -0.451 -0.820
H 1.850 -0.334 0.657
O 7.437 1.653 -0.020
C 7.429 2.619 -0.980
C 8.838 2.640 -1.521
O 9.121 3.970 -1.854
H 7.700 1.982 0.843
H 6.608 2.420 -1.667
H 7.091 3.505 -0.442
H 8.965 1.945 -2.352
H 9.588 2.326 -0.795
H 10.078 4.005 -1.920

Calculated values
- Calculated total energy: -59708.55239 eV
- LUMO: 0.2 eV
- Max |F|: 3.82 eV Å⁻¹
- Energy above the lowest of the compared OMol25 structures with the same formula, charge and spin: 8.283 eV
- Kohn-Sham gap: 9.3 eV
- Charge: 0
- Structure (SMILES): COC[C@H](C)N.COC[C@H](C)N.COC[C@H](C)N.COC[C@H](C)N.COC[C@H](C)N.COC[C@H](C)N.OCCO.OCCO

---

C28H79BO9PS9 | wB97M-V/def2-TZVPD

Cartesian coordinates (Å):
C -2.593 0.758 -0.022
C -2.887 1.233 -1.460
C -3.773 2.501 -1.338
C -3.831 3.299 -2.646
C -5.207 3.927 -2.897
C -5.449 5.241 -2.138
C -6.142 5.061 -0.778
C -7.648 4.679 -0.927
B -7.928 3.067 -0.714
P -9.383 2.402 -1.851
C -8.650 1.722 -3.447
C -9.917 0.811 -0.971
H -3.515 0.400 0.433
H -1.872 -0.064 -0.019
H -2.195 1.546 0.618
H -3.474 0.444 -1.921
H -1.955 1.426 -1.980
H -3.350 3.062 -0.517
H -4.758 2.138 -1.055
H -3.657 2.582 -3.461
H -3.042 4.052 -2.706
H -5.954 3.167 -2.684
H -5.316 4.149 -3.961
H -4.536 5.839 -2.067
H -6.137 5.830 -2.752
H -6.119 6.041 -0.291
H -5.656 4.305 -0.166
H -8.061 5.040 -1.877
H -8.153 5.218 -0.120
H -8.356 2.916 0.416
H -6.962 2.357 -0.922
H -9.396 1.140 -3.993
H -7.862 1.010 -3.170
H -8.290 2.499 -4.114
H -9.286 0.661 -0.094
H -10.959 0.878 -0.683
H -9.717 -0.048 -1.617
C -5.657 3.671 -7.211
S -5.095 2.027 -6.742
O -4.388 2.162 -5.443
C -3.835 1.890 -8.023
H -6.429 3.978 -6.507
H -4.824 4.373 -7.168
H -6.074 3.638 -8.218
H -3.121 2.709 -7.928
H -4.311 1.914 -9.004
H -3.320 0.941 -7.893
C 1.374 1.056 -1.013
S 0.631 -0.047 -2.225
O 0.879 -1.446 -1.767
C 1.814 0.300 -3.538
H 0.814 0.974 -0.083
H 2.412 0.771 -0.839
H 1.323 2.083 -1.374
H 2.824 0.062 -3.200
H 1.747 1.352 -3.814
H 1.559 -0.318 -4.396
C 0.432 5.417 3.858
S 0.680 4.297 2.471
O 2.052 4.541 1.939
C -0.472 5.116 1.366
H 1.096 5.114 4.665
H 0.669 6.436 3.552
H -0.601 5.350 4.195
H -0.173 6.155 1.227
H -1.475 5.064 1.786
H -0.451 4.599 0.411
C 4.700 -2.217 -1.113
S 5.189 -0.583 -0.549
O 5.502 0.234 -1.760
C 6.751 -1.101 0.169
H 3.748 -2.131 -1.637
H 5.456 -2.615 -1.789
H 4.582 -2.872 -0.253
H 7.372 -1.569 -0.596
H 6.562 -1.797 0.978
H 7.258 -0.223 0.561
C 0.218 0.090 6.326
S 0.633 1.839 6.200
O -0.634 2.584 5.951
C 1.503 1.733 4.628
H -0.363 -0.056 7.235
H -0.370 -0.230 5.470
H 1.140 -0.487 6.386
H 0.840 1.333 3.862
H 2.379 1.094 4.739
H 1.821 2.733 4.345
C 5.927 -6.241 -2.154
S 5.343 -5.549 -0.600
O 6.459 -4.734 -0.028
C 5.313 -7.109 0.290
H 6.058 -5.424 -2.862
H 6.879 -6.747 -1.994
H 5.186 -6.940 -2.539
H 6.317 -7.543 0.275
H 4.594 -7.782 -0.178
H 5.008 -6.913 1.317
C 6.668 -1.557 5.529
S 6.680 -2.012 3.786
O 6.195 -0.832 3.022
C 5.315 -3.181 3.889
H 7.429 -0.795 5.686
H 5.691 -1.158 5.799
H 6.900 -2.434 6.134
H 4.425 -2.676 4.265
H 5.592 -4.003 4.548
H 5.123 -3.565 2.888
C -3.814 -2.778 4.394
S -2.078 -2.948 3.954
O -1.278 -2.216 4.987
C -2.193 -1.910 2.492
H -3.986 -3.326 5.318
H -4.055 -1.725 4.542
H -4.431 -3.199 3.600
H -2.564 -0.922 2.765
H -2.867 -2.378 1.776
H -1.203 -1.818 2.050
C 9.821 -5.838 0.154
S 9.620 -7.591 -0.193
O 8.162 -7.886 -0.097
C 10.381 -8.177 1.329
H 9.369 -5.275 -0.660
H 9.320 -5.587 1.088
H 10.884 -5.602 0.216
H 9.846 -7.772 2.188
H 11.425 -7.867 1.353
H 10.324 -9.263 1.342

Calculated values
- Calculated total energy: -156220.61729 eV
- LUMO: 1.2 eV
- Max |F|: 1.85 eV Å⁻¹
- Kohn-Sham gap: 4.2 eV
- Charge: -1

---

- Which formula does entry 2 have?
  C28H78N6O10

---

- Look up the calculated total energy of the first one.
  -92835.44662 eV

---

- Among the records above, which one has the highest Kohn-Sham gap?
  C28H78N6O10

---

- What is the charge in the first record?
  +1